14
Properties=species:S:1:pos:R:3:nbo_charge:R:1 method="wB97M-V/def2-TZVPD" relative_energy_kcal_mol=55.4 multiplicity=1 smiles="C=CC(=C)O.O" largest_force_ev_per_a=1.09 lumo_energy_ev=0.86 homo_lumo_gap_ev=9.745 e_tot_ev=-8370.8796
C 3.040 0.108 1.092 -0.352
C 1.740 0.216 1.301 -0.258
C 0.667 -0.475 0.529 0.273
C -0.238 0.111 -0.245 -0.498
O 0.455 -1.790 0.879 -0.685
H 3.343 -0.537 0.272 0.201
H 3.795 0.644 1.633 0.207
H 1.275 0.802 2.093 0.213
H -1.168 -0.339 -0.531 0.215
H -0.012 1.098 -0.634 0.204
H 0.926 -2.040 1.680 0.480
O -4.307 1.349 -2.815 -0.951
H -4.069 1.501 -1.897 0.476
H -4.826 2.074 -3.182 0.476